The following is a DFT calculation (ωB97M-V/def2-TZVPD) of KN2O6 as an isolated structure at a distorted geometry.

The geometry in XYZ format:
```
9
Properties=species:S:1:pos:R:3:lowdin_charge:R:1
K -0.272 -0.280 0.223 1.151
N 0.456 -1.497 -1.869 -0.671
O -0.736 -1.389 -2.099 -0.060
O 1.173 -1.826 -2.766 0.015
O 0.881 -1.389 -0.698 -0.357
N -0.302 1.542 1.816 -0.647
O -0.400 2.490 2.654 -0.054
O -0.989 0.497 1.967 -0.259
O 0.188 1.851 0.771 -0.117
```

The calculation puts the gap between HOMO and LUMO at 0.3008 Eh. As for the net charge: -1. The calculation puts the highest occupied orbital energy at -0.199 Eh. Its maximum force is 10.3 eV/A.

The following is a DFT calculation (ωB97M-V/def2-TZVPD) of C24H26GeN2Pt as an isolated structure.

The geometry in XYZ format:
```
54
Properties=species:S:1:pos:R:3:lowdin_charge:R:1
Pt 0.394 -0.374 0.171 1.315
C 0.391 -4.687 1.323 0.003
C 1.296 -5.219 0.415 0.012
C 1.928 -4.375 -0.486 0.037
C 1.638 -3.021 -0.451 -0.187
N 0.757 -2.515 0.428 -0.043
C 0.149 -3.328 1.294 -0.094
C 2.233 -2.019 -1.374 -0.164
C 3.229 -2.317 -2.283 0.037
C 3.713 -1.328 -3.127 0.021
C 3.183 -0.052 -3.048 0.009
C 2.203 0.210 -2.114 -0.046
N 1.745 -0.754 -1.290 -0.045
H -0.124 -5.310 2.040 0.130
H 1.505 -6.280 0.404 0.135
H 2.629 -4.770 -1.205 0.124
H -0.551 -2.869 1.984 0.100
H 3.631 -3.317 -2.332 0.126
H 4.496 -1.557 -3.837 0.138
H 3.521 0.745 -3.694 0.134
H 1.764 1.188 -1.998 0.116
C -2.700 -0.870 1.434 -0.198
Ge -1.430 0.280 2.359 0.845
C -1.078 -0.290 4.201 -0.172
C -1.781 2.166 2.221 -0.175
C 0.689 -0.102 2.031 -0.252
H -3.691 -0.621 1.820 0.048
H -2.531 -1.930 1.623 0.018
H -2.714 -0.682 0.365 0.004
H -2.022 -0.121 4.724 0.054
H -0.305 0.315 4.667 0.048
H -0.823 -1.345 4.268 0.034
H -2.628 2.372 2.879 0.050
H -2.044 2.459 1.208 0.027
H -0.930 2.752 2.562 0.045
H 1.019 -0.979 2.584 0.033
H 1.206 0.806 2.339 0.039
C -2.989 2.889 -2.740 -0.043
C -2.806 1.504 -2.525 -0.049
C -1.794 1.067 -1.721 -0.070
C -0.918 1.984 -1.083 -0.226
C 0.136 1.569 -0.230 -0.361
C 1.026 2.476 0.288 -0.134
C 0.854 3.860 0.037 -0.050
C -0.180 4.291 -0.740 -0.004
C -1.083 3.370 -1.327 -0.161
C -2.146 3.794 -2.164 -0.003
H -3.795 3.227 -3.377 0.119
H -3.466 0.795 -3.005 0.117
H -1.647 -0.005 -1.588 0.085
H 1.870 2.150 0.887 0.099
H 1.552 4.568 0.463 0.118
H -0.312 5.347 -0.936 0.128
H -2.273 4.853 -2.344 0.127
```

The calculation puts the gap between HOMO and LUMO at 0.1893 Eh. As for the net charge: +2. The calculation puts the highest occupied orbital energy at -0.498 Eh. Its maximum force is 0.8 eV/A.

The following is a DFT calculation (ωB97M-V/def2-TZVPD) of a 2-piece molecular cluster, C20H19N5O4 overall at a distorted geometry.

The geometry in XYZ format:
```
48
Properties=species:S:1:pos:R:3:lowdin_charge:R:1
N -2.088 -5.368 2.807 0.179
C -1.638 -4.302 2.641 -0.165
C -1.083 -2.998 2.441 -0.146
C 0.257 -2.617 2.485 0.091
C 0.630 -1.245 2.354 -0.116
N 2.014 -0.895 2.202 -0.301
O 2.878 -1.794 2.313 0.063
O 2.321 0.300 1.945 0.042
C -0.334 -0.228 2.284 0.107
C -1.663 -0.612 2.273 -0.080
C -2.067 -1.964 2.341 -0.192
N -3.342 -2.144 2.751 0.165
O -3.788 -0.829 2.999 0.052
N -2.794 0.127 2.673 -0.129
O -2.996 1.317 2.858 0.112
H 1.029 -3.376 2.601 0.136
H -0.077 0.822 2.206 0.118
C 0.089 1.323 -0.222 -0.101
C -0.028 0.331 -1.173 -0.095
N 1.007 -0.255 -1.814 -0.122
C 0.676 -1.267 -2.815 -0.169
C 1.847 -2.196 -3.099 -0.187
C 3.125 -1.426 -3.420 -0.205
C 3.443 -0.396 -2.341 -0.179
C 2.250 0.491 -1.982 -0.150
C -0.918 2.323 0.023 -0.252
C -0.699 3.351 0.977 -0.053
C -1.710 4.261 1.274 -0.093
C -2.956 4.174 0.631 -0.100
C -3.159 3.204 -0.362 -0.091
C -2.141 2.313 -0.693 -0.047
H 1.012 1.386 0.361 0.082
H -1.019 -0.073 -1.425 0.125
H -0.182 -1.843 -2.443 0.122
H 0.364 -0.772 -3.752 0.131
H 2.008 -2.823 -2.216 0.116
H 1.572 -2.857 -3.926 0.113
H 3.957 -2.130 -3.508 0.110
H 3.016 -0.924 -4.388 0.114
H 3.787 -0.898 -1.428 0.116
H 4.253 0.261 -2.674 0.114
H 2.122 1.244 -2.785 0.136
H 2.468 1.036 -1.056 0.111
H 0.268 3.391 1.487 0.113
H -1.543 5.026 2.034 0.103
H -3.768 4.852 0.907 0.099
H -4.122 3.126 -0.868 0.102
H -2.277 1.569 -1.479 0.098
```

The calculation puts the gap between HOMO and LUMO at 0.1857 Eh. As for the net charge: 0. Its SMILES is N#Cc1cc([N+](=O)[O-])cc2c1no[n+]2[O-].C(=C\N1CCCCC1)/c1ccccc1. The calculation puts the highest occupied orbital energy at -0.266 Eh. Its maximum force is 3.1 eV/A.

The following is a DFT calculation (ωB97M-V/def2-TZVPD) of a 2-piece molecular cluster, F2H3N2PS overall at a distorted geometry.

The geometry in XYZ format:
```
9
Properties=species:S:1:pos:R:3:lowdin_charge:R:1
N 2.352 0.738 0.394 0.135
N 1.694 0.134 -0.493 -0.304
F -0.442 1.015 0.711 -0.455
F -3.365 -0.541 -0.256 -0.109
P -0.172 -0.086 -0.628 0.446
S 0.149 -1.898 0.168 0.076
H -3.957 -0.161 0.360 0.095
H 1.650 1.399 0.788 0.067
H 2.091 -0.600 -1.043 0.047
```

The calculation puts the gap between HOMO and LUMO (alpha / beta) at 0.2715 / 0.2714 Eh. As for the net charge: 0. The calculation puts the highest occupied orbital energy (alpha / beta) at -0.320 / -0.320 Eh. Its maximum force is 2.8 eV/A.

Copy entry 4 word for word.
The following is a DFT calculation (ωB97M-V/def2-TZVPD) of a 2-piece molecular cluster, F2H3N2PS overall at a distorted geometry.

The geometry in XYZ format:
```
9
Properties=species:S:1:pos:R:3:lowdin_charge:R:1
N 2.352 0.738 0.394 0.135
N 1.694 0.134 -0.493 -0.304
F -0.442 1.015 0.711 -0.455
F -3.365 -0.541 -0.256 -0.109
P -0.172 -0.086 -0.628 0.446
S 0.149 -1.898 0.168 0.076
H -3.957 -0.161 0.360 0.095
H 1.650 1.399 0.788 0.067
H 2.091 -0.600 -1.043 0.047
```

The calculation puts the gap between HOMO and LUMO (alpha / beta) at 0.2715 / 0.2714 Eh. As for the net charge: 0. The calculation puts the highest occupied orbital energy (alpha / beta) at -0.320 / -0.320 Eh. Its maximum force is 2.8 eV/A.